Computed, not measured: a cluster of 2 separate species, C3HF3O in total, with ωB97M-V with the def2-TZVPD basis set.

Its spin multiplicity is 1. The calculation puts the HOMO energy at -10.0 eV. The charge is 0. As for the LUMO energy: 0.87 eV.

Each line ends with the Mulliken charge.
Element x y z (Å)
H (0.180, 1.359, 0.525)  0.346
C (-1.173, -0.241, 0.289)  0.423
F (-0.923, -0.812, 1.458)  -0.210
F (-2.082, -0.918, -0.383)  -0.208
F (-0.792, 1.451, -1.264)  -0.233
C (2.774, -1.353, -0.508)  0.100
C (-0.557, 0.866, -0.091)  -0.116
O (2.574, -0.352, -0.026)  -0.101



Computed, not measured: a cluster of 2 separate species, C3HF4IO in total, with ωB97M-V with the def2-TZVPD basis set.

Its spin multiplicity is 1. The calculation puts the HOMO energy (alpha / beta) at -9.6 / -9.3 eV. The charge is 0. As for the LUMO energy (alpha / beta): -1.45 / -1.16 eV.

Each line ends with the Mulliken charge.
Element x y z (Å)
C (0.754, -0.565, 0.119)  0.014
C (-1.341, 0.496, 0.741)  0.620
I (0.260, -2.602, 0.407)  0.155
F (1.476, -0.010, 1.109)  -0.211
F (-1.181, 1.710, 1.332)  -0.205
H (0.780, -0.321, -2.250)  0.346
F (-1.963, -0.337, 1.522)  -0.169
F (-1.903, 0.627, -0.442)  -0.194
O (1.934, 0.982, -1.297)  -0.424
C (1.185, 0.020, -1.241)  0.068



Computed, not measured: a cluster of 2 separate species, C3HF6NO3 in total, with ωB97M-V with the def2-TZVPD basis set.

Its spin multiplicity is 1. The calculation puts the HOMO energy (alpha / beta) at -12.0 / -11.9 eV. The charge is 0. As for the LUMO energy (alpha / beta): -4.20 / -4.20 eV.

Each line ends with the Mulliken charge.
Element x y z (Å)
F (-0.526, 3.116, -1.250)  -0.220
C (-0.675, 2.146, -0.276)  0.970
F (-1.748, 2.339, 0.456)  -0.163
F (0.373, -1.222, -1.489)  -0.232
F (1.696, 0.381, -0.839)  -0.211
F (0.756, 0.436, -2.823)  -0.231
C (0.572, 0.126, -1.479)  0.783
H (-2.278, -0.187, 1.014)  0.301
O (-2.170, -0.652, 0.188)  -0.415
C (-0.654, 0.832, -1.021)  -0.394
O (-2.813, 1.375, -1.598)  -0.543
F (0.511, 2.395, 0.564)  -0.276
O (-1.652, 0.220, -3.019)  -0.577
N (-1.868, 0.797, -2.006)  1.207



Computed, not measured: a cluster of 2 separate species, C3HF6NO3 in total, with ωB97M-V with the def2-TZVPD basis set.

Its spin multiplicity is 1. The calculation puts the HOMO energy at -11.5 eV. The charge is 0. As for the LUMO energy: -0.41 eV.

Each line ends with the Mulliken charge.
Element x y z (Å)
F (0.623, 2.029, 2.600)  -0.260
C (0.185, 1.446, 1.529)  0.638
C (-0.726, 2.266, -0.640)  0.444
C (0.448, 2.404, 0.320)  0.877
F (1.639, 2.078, -0.216)  -0.272
H (-3.116, -1.678, -0.678)  0.404
F (0.813, 0.288, 1.468)  -0.251
O (-0.705, -0.027, -0.859)  -0.259
F (0.544, 3.694, 0.725)  -0.270
N (-1.840, -0.217, -0.634)  0.236
O (-2.159, -1.514, -0.812)  -0.377
F (-0.215, 2.620, -1.873)  -0.265
O (-1.846, 2.436, -0.284)  -0.416
F (-1.106, 1.214, 1.670)  -0.229



Computed, not measured: a structure of composition C3HFGaO2, with ωB97M-V with the def2-TZVPD basis set.

Its spin multiplicity is 1. The calculation puts the HOMO energy (alpha / beta) at -28.9 / -26.8 eV. The charge is +3. As for the LUMO energy (alpha / beta): -19.09 / -20.18 eV.

Each line ends with the Mulliken charge.
Element x y z (Å)
Ga (-0.560, -2.657, -1.440)  1.067
H (-0.611, 1.226, 1.355)  0.427
F (1.763, 1.323, 0.517)  0.051
O (0.769, -0.673, 0.104)  -0.037
C (0.651, 0.662, 0.505)  0.526
C (-0.599, 1.096, 0.080)  0.264
O (-1.143, 0.011, -0.525)  -0.070
C (-0.269, -0.989, -0.596)  0.772



Computed, not measured: the molecule C3HFNP, with ωB97M-V with the def2-TZVPD basis set.

Its spin multiplicity is 1. The calculation puts the HOMO energy at -10.3 eV. The charge is 0. As for the LUMO energy: -0.90 eV.

Each line ends with the Mulliken charge.
Element x y z (Å)
N (-1.458, 2.907, -3.910)  -0.424
C (-1.331, 1.483, -1.893)  0.494
F (-1.495, -0.345, 1.572)  -0.221
C (-1.404, 2.235, -2.982)  0.091
H (0.504, -0.137, 0.386)  0.097
P (-0.686, -0.993, 0.348)  0.365
C (-1.210, 0.582, -1.007)  -0.401



Computed, not measured: a structure of composition C3HFNiO3, with ωB97M-V with the def2-TZVPD basis set.

Its spin multiplicity is 3. The calculation puts the HOMO energy (alpha / beta) at -9.7 / -9.6 eV. The charge is 0. As for the LUMO energy (alpha / beta): -1.73 / -2.04 eV.

Each line ends with the Mulliken spin population.
Element x y z (Å)
H (0.713, 0.303, 1.864)  -0.011
C (-1.502, 0.540, -0.338)  0.012
C (0.468, -0.543, -0.161)  0.627
O (-2.593, 0.863, -0.735)  0.013
O (-0.662, -0.284, -0.981)  -0.022
O (-0.903, 1.026, 0.747)  0.018
C (0.380, 0.436, 0.834)  -0.078
F (1.798, -2.178, -0.478)  0.261
Ni (2.302, -0.161, -0.753)  1.181



Computed, not measured: a structure of composition C3HFO2Pb, with ωB97M-V with the def2-TZVPD basis set.

Its spin multiplicity is 1. The calculation puts the HOMO energy at -19.1 eV. The charge is +2. As for the LUMO energy: -12.29 eV.

Each line ends with the Mulliken charge.
Element x y z (Å)
O (-0.127, -1.372, -0.435)  -0.132
F (-0.528, 1.873, 0.607)  -0.120
C (-0.499, 0.653, 0.257)  0.722
C (0.373, -0.077, -0.534)  -0.652
O (-1.323, -0.181, 0.874)  -0.076
H (0.509, 0.538, -1.481)  0.562
C (-1.097, -1.471, 0.461)  0.110
Pb (2.692, 0.037, 0.250)  1.586



Computed, not measured: a structure of composition C3HFeLiO4, with ωB97M-V with the def2-TZVPD basis set.

Its spin multiplicity is 6. The calculation puts the HOMO energy (alpha / beta) at -24.2 / -24.1 eV. The charge is +3. As for the LUMO energy (alpha / beta): -14.91 / -17.09 eV.

Each line ends with the Mulliken spin population.
Element x y z (Å)
Li (-4.613, -0.728, -0.600)  0.001
C (-1.787, -0.166, 0.175)  0.021
O (-2.963, -0.294, 0.218)  0.247
O (0.464, -0.840, 0.209)  0.140
O (2.642, -1.119, -0.065)  0.175
Fe (0.276, 2.035, -0.031)  3.902
O (1.926, 0.835, 0.060)  0.048
C (1.710, -0.459, 0.381)  -0.092
H (2.873, 0.588, -0.481)  0.004
C (-0.530, 0.148, 0.133)  0.554



Computed, not measured: a structure of composition C3HHoO3, with ωB97M-V with the def2-TZVPD basis set.

Its spin multiplicity is 5. The calculation puts the HOMO energy (alpha / beta) at -17.2 / -16.3 eV. The charge is +2. As for the LUMO energy (alpha / beta): -9.95 / -10.47 eV.

Each line ends with the Mulliken spin population.
Element x y z (Å)
O (1.182, -0.634, -0.101)  0.032
Ho (3.533, -1.000, -0.519)  3.002
H (-3.971, 1.420, -0.631)  0.002
C (0.253, -1.134, -0.795)  0.232
C (-1.820, -0.577, 0.050)  0.172
C (-2.753, 0.180, 0.114)  0.224
O (-3.705, 1.067, 0.228)  0.092
O (-0.822, -1.484, 0.008)  0.244



Result set for energy above the lowest of the compared OMol25 structures with the same formula, charge and spin: 95.82; 312.10; 492.23; 16.12; 0.00; 0.00; 315.08; 17.13; 202.05; 40.44 kJ/mol, one per record in the order listed.